# 1
Entry from OMol25: 2 unconnected molecules or ions with the total composition C2H7FN2 in a non-equilibrium geometry (ωB97M-V/def2-TZVPD).

The geometry in ORCA input format:
```
! wB97M-V def2-TZVPD RIJCOSX def2/J DEFGRID3
* xyz 0 1
C 1.286 1.787 0.966
C -0.752 -0.952 -0.310
N -0.308 -0.012 -1.050
N -1.461 -2.014 -0.745
F -0.746 -0.846 1.069
H 1.580 0.835 1.245
H 1.427 2.493 1.764
H 0.251 1.770 0.766
H 1.874 2.165 0.070
H -0.455 -0.245 -2.100
H -1.454 -2.659 0.025
H -1.243 -2.322 -1.701
*
```

Its energy above the lowest of the compared OMol25 structures with the same formula, charge and spin is 27.1 kcal/mol. The HOMO energy comes out at -10.01 eV. Its LUMO energy is 0.0234 Eh.



# 2
Entry from OMol25: 2 unconnected molecules or ions with the total composition C2H7INO in a non-equilibrium geometry (ωB97M-V/def2-TZVPD).

The geometry in ORCA input format:
```
! wB97M-V def2-TZVPD RIJCOSX def2/J DEFGRID3
* xyz 1 1
C 0.003 0.711 0.376
C -0.905 -0.299 -0.297
N 1.420 0.330 0.114
O -0.634 -1.528 0.229
I -2.967 0.338 -0.209
H -0.193 1.726 0.037
H -0.177 0.647 1.454
H -0.520 -0.382 -1.779
H 1.482 -0.693 0.232
H 2.067 0.783 0.769
H 1.686 0.564 -0.849
H -1.263 -2.197 -0.078
*
```

Its energy above the lowest of the compared OMol25 structures with the same formula, charge and spin is 34.2 kcal/mol. The HOMO energy comes out at -13.40 eV. Its LUMO energy is -0.1425 Eh.



# 3
Entry from OMol25: 2 unconnected molecules or ions with the total composition C2H7INO in a non-equilibrium geometry (ωB97M-V/def2-TZVPD).

The geometry in ORCA input format:
```
! wB97M-V def2-TZVPD RIJCOSX def2/J DEFGRID3
* xyz 1 1
C 0.250 -0.988 0.921
C -0.590 -0.507 -0.151
N 0.402 1.476 -0.425
O -0.288 -1.106 -1.234
I -2.483 0.189 0.073
H 0.052 -1.979 1.179
H 1.372 -1.102 0.705
H 0.047 -0.425 1.845
H 1.022 1.643 -1.184
H -0.230 2.185 -0.059
H 0.969 1.256 0.374
H -0.524 -0.641 -2.046
*
```

Its energy above the lowest of the compared OMol25 structures with the same formula, charge and spin is 33.1 kcal/mol. The HOMO energy comes out at -14.70 eV. Its LUMO energy is -0.1853 Eh.